[1]
Computed, not measured: 2 unconnected molecules or ions with the total composition C5H13N3, with ωB97M-V/def2-TZVPD.

Last column: Löwdin charge in e.
Element x y z (Å)
H (-1.669, -0.909, -2.042)  0.06
N (-0.878, -0.292, -1.856)  0.09
C (0.255, -0.854, -1.885)  -0.27
C (1.481, -0.092, -1.685)  -0.18
C (1.544, 1.228, -1.828)  0.02
H (0.404, -1.930, -2.050)  0.11
H (2.360, -0.671, -1.439)  0.09
H (0.666, 1.784, -2.105)  0.07
H (2.460, 1.772, -1.693)  0.06
N (-1.044, -1.614, 1.147)  -0.01
C (-0.029, -0.714, 1.681)  -0.29
C (-0.519, 0.733, 1.927)  -0.29
N (-0.673, 1.552, 0.739)  0.00
H (-1.804, -1.703, 1.816)  0.06
H (-1.433, -1.214, 0.297)  0.02
H (0.332, -1.144, 2.619)  0.10
H (0.802, -0.689, 0.968)  0.09
H (0.177, 1.244, 2.597)  0.10
H (-1.492, 0.688, 2.428)  0.10
H (-1.175, 1.047, 0.013)  0.03
H (0.236, 1.777, 0.353)  0.04

As for the SMILES: [H]/N=C/C=C.NCCN. As for the charge: 0. As for the frontier orbital gap: 8.761 eV. For the maximum force, the calculation gives 0.65 eV/A. As for the relative energy (zero: lowest compared OMol25 entry of this formula, charge and spin): 37.25 kcal per mole. As for the multiplicity: 1. The LUMO energy comes out at 0.20 eV. The HOMO energy is -8.6 eV.

=====

[2]
Computed, not measured: 2 unconnected molecules or ions with the total composition C5H13N3 in a non-equilibrium geometry, with ωB97M-V/def2-TZVPD.

Last column: Löwdin charge in e.
Element x y z (Å)
C (0.802, -1.680, 2.854)  -0.12
C (1.132, -0.419, 2.082)  -0.17
C (0.193, 0.552, 1.788)  -0.23
N (0.462, 1.862, 1.272)  0.03
H (-0.280, -1.697, 3.067)  0.07
H (1.062, -2.582, 2.280)  0.07
H (1.313, -1.718, 3.826)  0.07
H (2.139, -0.061, 2.083)  0.08
H (-0.846, 0.298, 1.986)  0.10
H (0.280, 1.964, 0.302)  0.04
H (1.421, 2.082, 1.421)  0.06
C (-2.081, -0.630, -1.815)  -0.15
N (-1.216, 0.007, -2.784)  -0.04
C (-0.021, 0.298, -2.509)  -0.31
N (0.653, 0.265, -1.272)  0.06
H (-2.631, -1.486, -2.297)  0.09
H (-2.780, 0.088, -1.489)  0.05
H (-1.564, -1.036, -0.897)  0.07
H (0.618, 0.723, -3.321)  0.12
H (0.189, -0.228, -0.495)  0.04
H (1.637, -0.008, -1.384)  0.10

As for the SMILES: C/C=C/N.C/N=C\N. As for the charge: 0. As for the frontier orbital gap: 9.527 eV. For the maximum force, the calculation gives 3.09 eV/A. As for the relative energy (zero: lowest compared OMol25 entry of this formula, charge and spin): 36.74 kcal per mole. As for the multiplicity: 1. The LUMO energy comes out at 0.86 eV. The HOMO energy is -8.7 eV.